# C63H61Cl14N3O

A cluster of 8 separate species, C63H61Cl14N3O in total in a non-equilibrium geometry (ωB97M-V with the def2-TZVPD basis set, the Open Molecules 2025 dataset).

Element x y z (Å)
C  -1.820  -1.333  1.073
O  -0.742  -1.002  1.920
C  0.539  -1.259  1.314
C  1.460  -1.681  2.441
C  2.924  -1.880  2.036
C  3.627  -0.658  1.440
C  3.931  0.410  2.505
C  4.298  1.794  1.906
C  3.561  2.975  2.568
C  2.423  3.505  1.656
C  1.321  4.286  2.395
C  0.035  3.450  2.637
N  0.087  2.833  3.987
C  -0.357  3.507  5.050
C  -0.271  2.957  6.308
C  0.288  1.687  6.477
C  0.455  1.023  7.809
C  1.540  0.153  7.965
C  1.771  -0.484  9.156
N  0.955  -0.279  10.200
N  1.222  -0.901  11.414
C  -0.103  0.529  10.084
C  -0.372  1.211  8.922
C  0.698  1.000  5.334
C  0.588  1.599  4.101
H  -2.024  -2.411  1.070
H  -1.651  -1.033  0.034
H  -2.727  -0.836  1.416
H  0.845  -0.338  0.813
H  0.393  -2.070  0.594
H  1.371  -0.947  3.251
H  1.080  -2.636  2.809
H  2.937  -2.673  1.280
H  3.471  -2.283  2.892
H  3.085  -0.228  0.595
H  4.580  -1.010  1.038
H  3.122  0.459  3.240
H  4.834  0.055  3.009
H  5.375  1.919  1.999
H  4.027  1.797  0.849
H  3.222  2.748  3.585
H  4.257  3.812  2.659
H  2.009  2.733  1.009
H  2.911  4.221  0.993
H  1.697  4.632  3.363
H  1.075  5.181  1.826
H  0.040  2.643  1.910
H  -0.851  4.073  2.564
H  -0.787  4.492  4.929
H  -0.627  3.492  7.173
H  2.207  -0.014  7.134
H  2.617  -1.150  9.253
H  1.897  -1.645  11.283
H  0.371  -1.272  11.822
H  -0.723  0.635  10.964
H  -1.233  1.854  8.872
H  1.123  0.007  5.358
H  0.911  1.114  3.190
Cl  0.307  1.426  -0.425
C  -0.228  1.662  -2.064
C  -0.108  2.891  -2.692
Cl  0.581  4.257  -1.876
C  -0.542  3.037  -4.001
C  -1.087  1.955  -4.675
C  -1.202  0.727  -4.038
C  -0.774  0.582  -2.732
H  -0.450  3.995  -4.494
H  -1.424  2.070  -5.696
H  -1.618  -0.133  -4.551
H  -0.859  -0.376  -2.238
Cl  -4.664  3.190  -6.088
C  -5.482  1.777  -5.521
C  -5.060  0.504  -5.879
Cl  -3.688  0.269  -6.906
C  -5.740  -0.611  -5.412
C  -6.840  -0.457  -4.587
C  -7.261  0.816  -4.223
C  -6.583  1.930  -4.690
H  -5.409  -1.600  -5.698
H  -7.370  -1.329  -4.229
H  -8.120  0.942  -3.578
H  -6.909  2.922  -4.411
Cl  -2.845  -1.813  -3.954
C  -3.605  -3.268  -3.394
C  -3.137  -4.525  -3.751
Cl  -1.758  -4.728  -4.771
C  -3.783  -5.660  -3.280
C  -4.890  -5.541  -2.457
C  -5.355  -4.283  -2.098
C  -4.713  -3.149  -2.566
H  -3.416  -6.637  -3.561
H  -5.389  -6.429  -2.097
H  -6.219  -4.185  -1.454
H  -5.072  -2.166  -2.292
Cl  2.515  5.987  9.867
C  1.065  5.994  10.804
C  0.074  5.045  10.612
Cl  0.266  3.785  9.411
C  -1.087  5.070  11.367
C  -1.259  6.052  12.326
C  -0.268  7.004  12.528
C  0.890  6.976  11.769
H  -1.857  4.326  11.207
H  -2.165  6.076  12.916
H  -0.398  7.772  13.278
H  1.661  7.717  11.924
Cl  0.511  -7.802  -4.001
C  1.763  -6.862  -3.268
C  2.896  -7.454  -2.723
Cl  3.123  -9.165  -2.757
C  3.875  -6.662  -2.136
C  3.726  -5.285  -2.095
C  2.595  -4.696  -2.646
C  1.618  -5.483  -3.228
H  4.753  -7.127  -1.712
H  4.492  -4.674  -1.637
H  2.470  -3.622  -2.621
H  0.738  -5.025  -3.655
Cl  -2.747  1.293  -14.204
C  -2.477  0.345  -12.786
C  -2.777  0.832  -11.521
Cl  -3.447  2.409  -11.295
C  -2.540  0.046  -10.403
C  -2.008  -1.224  -10.545
C  -1.713  -1.714  -11.810
C  -1.947  -0.930  -12.927
H  -2.775  0.433  -9.422
H  -1.825  -1.832  -9.669
H  -1.300  -2.707  -11.928
H  -1.717  -1.307  -13.914
Cl  3.800  -0.246  -3.362
C  3.974  -1.070  -4.878
C  2.927  -1.791  -5.431
Cl  1.393  -1.891  -4.637
C  3.098  -2.448  -6.640
C  4.314  -2.380  -7.298
C  5.361  -1.654  -6.748
C  5.191  -1.000  -5.539
H  2.279  -3.011  -7.065
H  4.444  -2.895  -8.240
H  6.312  -1.597  -7.260
H  6.005  -0.435  -5.107

Cartesian forces, eV/Å:
-0.433 -0.179 -0.326
0.121 0.233 0.002
-0.680 -0.013 0.667
0.294 -0.185 -0.239
-0.419 -0.176 -0.583
0.250 -0.088 0.546
0.631 -0.098 -0.753
-0.564 -0.222 0.645
0.117 0.275 -0.704
0.420 0.512 0.604
-0.060 -0.286 -0.031
1.034 0.634 -0.198
-0.387 -0.045 -0.609
-0.062 0.016 0.719
0.034 -0.532 0.327
-0.169 -0.337 -0.070
0.279 -0.090 0.037
-0.400 0.418 -0.126
0.369 0.036 -0.429
0.050 -0.489 -0.310
-0.021 0.109 0.177
-0.379 0.202 0.467
0.065 -0.621 -0.957
0.121 0.166 -0.028
0.088 -0.017 0.140
0.169 0.000 0.067
0.095 0.123 0.069
0.133 0.091 0.148
0.263 -0.656 0.069
0.408 0.083 -0.154
-0.011 -0.091 0.025
-0.028 0.111 0.247
0.038 -0.032 0.065
0.137 0.160 -0.022
-0.184 -0.092 0.078
-0.028 0.141 -0.140
-0.011 0.180 -0.012
-0.291 -0.044 0.465
-0.005 0.108 -0.195
0.267 0.023 -0.074
-0.048 -0.179 -0.052
-0.001 -0.053 0.301
-0.077 -0.053 0.126
-0.096 -0.181 -0.237
0.012 0.122 -0.055
-0.260 -0.080 0.005
-0.541 -0.010 0.028
-0.164 -0.228 0.079
0.084 -0.023 -0.383
-0.057 0.251 -0.193
0.194 -0.105 0.163
-0.103 -0.048 0.350
0.024 0.022 -0.006
-0.034 0.043 -0.032
0.068 0.005 0.022
-0.142 -0.187 0.068
-0.129 -0.044 0.050
-0.120 0.006 -0.020
-0.159 0.377 -0.356
-0.031 0.034 -0.067
0.038 0.152 -0.022
-0.007 -0.036 0.055
-0.054 -0.076 -0.107
0.012 -0.048 0.076
0.039 0.132 -0.200
-0.021 -0.152 0.004
0.032 0.031 0.063
-0.017 0.016 0.006
0.319 0.540 -0.128
0.027 0.011 0.034
0.045 -0.027 -0.008
-0.006 0.123 0.043
0.011 -0.112 -0.005
0.028 0.010 0.051
-0.101 -0.065 0.047
-0.004 0.078 0.035
0.053 -0.063 -0.011
-0.096 -0.063 0.086
0.054 0.033 -0.057
0.003 -0.014 -0.027
-0.010 0.022 -0.016
0.052 0.035 -0.060
-0.252 -0.650 0.199
-0.087 0.104 0.038
0.065 -0.129 -0.032
-0.039 0.142 -0.055
-0.112 -0.059 0.085
-0.004 0.069 0.010
0.041 -0.053 -0.020
-0.109 -0.034 0.082
0.066 0.037 -0.047
0.012 -0.013 -0.014
-0.006 0.018 -0.010
0.052 0.036 -0.068
-0.024 -0.043 -0.014
0.188 0.048 -0.077
-0.062 0.097 0.041
0.321 0.919 0.574
-0.082 -0.044 0.031
0.069 0.062 0.021
-0.038 -0.074 -0.042
-0.107 0.054 0.118
0.024 -0.008 -0.049
-0.007 -0.015 -0.008
0.015 0.011 -0.006
0.046 -0.032 -0.061
0.063 -0.052 0.020
-0.100 0.031 -0.040
0.109 -0.063 0.050
-0.049 0.000 -0.015
0.028 0.144 0.033
-0.086 -0.045 -0.030
0.114 0.040 0.112
0.014 0.141 0.018
-0.025 -0.084 -0.034
0.025 -0.017 -0.015
0.005 0.006 -0.032
-0.024 -0.062 -0.024
-0.024 0.032 0.031
0.024 -0.033 -0.124
-0.029 0.048 0.105
0.008 0.010 -0.042
0.075 -0.123 0.053
0.013 -0.013 -0.066
-0.015 0.036 0.058
0.044 -0.115 0.074
-0.036 0.078 -0.089
-0.018 0.010 0.011
-0.001 0.002 -0.024
-0.027 0.074 -0.037
-0.055 -0.006 0.028
0.095 0.036 0.033
-0.054 -0.047 -0.002
-0.148 0.021 0.019
0.066 -0.043 -0.106
0.055 0.049 0.047
-0.073 -0.041 -0.018
0.086 -0.024 -0.081
-0.047 0.018 0.065
-0.019 -0.004 -0.002
0.008 0.011 0.014
-0.044 0.020 0.059

Computed properties:
**HOMO**: -10.896 eV
**Energy**: -9118.91515 hartree
**Orbital gap**: 0.13857 Ha
**M**: 1372.54 g/mol
**Net charge**: +2
**F_max**: 1.23 eV/Å